1.
C4H6N2O | ωB97M-V/def2-TZVPD

Structure (XYZ):
```
13
Properties=species:S:1:pos:R:3:forces:R:3:lowdin_charge:R:1
N -0.18994 0.49342 0.64380 0.0 0.0 0.0 0.16
C 2.16745 -0.24739 0.16442 0.0 0.0 0.0 -0.03
H 0.00141 1.03934 1.46861 0.0 -0.1 -0.1 0.16
O -2.49543 0.87525 0.70395 -0.2 -0.1 -0.1 0.07
H -3.27576 0.70192 0.16266 0.1 0.1 0.1 0.12
C -1.24286 -0.49682 -0.99381 -0.3 0.0 0.0 -0.11
H 2.54456 0.70847 0.54418 -0.1 -0.1 -0.1 0.07
H -1.98245 -0.87846 -1.68450 0.1 0.1 0.1 0.10
C -1.42968 0.29473 0.10102 0.3 -0.2 -0.2 -0.38
C 0.70848 -0.18619 -0.14510 0.1 -0.1 0.0 -0.41
N 0.10241 -0.78444 -1.13405 0.1 0.2 0.2 0.09
H 2.38049 -1.01623 0.91622 0.0 0.1 -0.1 0.08
H 2.71134 -0.50362 -0.74738 -0.1 0.0 0.1 0.08
```
Forces are in eV/Å.

The frontier orbital gap is 8.71 eV. The value obtained for the HOMO energy is -0.294 Eh. The total energy comes out at -9272.94947 eV. As for the SMILES: Cc1ncc(O)[nH]1.

---

2.
C27H21N2O7Pd | ωB97M-V/def2-TZVPD

Structure (XYZ):
```
58
Properties=species:S:1:pos:R:3:forces:R:3:lowdin_charge:R:1
H 4.52343 -2.96426 1.69277 0.0 0.0 0.0 0.12
H -1.27939 -2.82142 1.42043 0.0 0.1 0.0 0.09
C -0.70151 -2.17828 0.75909 0.0 0.1 -0.1 -0.03
H 2.33594 -5.12201 3.56612 0.0 0.0 0.0 0.08
C -4.93385 -0.98271 -0.61577 0.1 0.2 0.2 0.01
C 0.76779 -2.39167 0.96145 0.1 0.1 -0.1 -0.18
C -2.15375 0.00074 -2.88051 0.1 -0.1 -0.1 -0.02
H -1.30893 0.67495 -2.85268 0.0 0.0 0.0 0.11
H 2.24612 -0.33164 -1.38126 0.0 0.0 0.0 0.13
O 0.88975 0.64052 1.57837 -0.1 -0.4 0.1 -0.11
N 0.27914 2.62869 -0.17608 -0.7 -0.6 0.4 0.04
C -4.10170 -0.94966 -1.75756 0.2 0.1 -0.1 -0.16
C -3.49555 -1.67545 -3.97799 -0.2 -0.1 0.0 -0.08
C -3.53508 0.67818 0.37862 -0.1 0.4 -0.4 -0.18
C -2.40397 -0.78724 -3.97130 0.1 0.2 0.1 -0.07
C 1.17665 -3.18968 2.01283 -0.1 -0.1 0.0 0.00
C 2.52129 -3.39803 2.29526 0.1 0.1 -0.1 -0.24
O 3.04340 1.23524 1.43443 -0.2 -0.1 0.1 0.04
H 2.76454 -3.63399 4.40459 0.0 0.0 0.0 0.09
O 3.44923 6.35964 0.76282 0.1 0.2 -0.1 -0.04
H -0.95093 -1.11976 0.99623 -0.1 -0.8 0.3 0.04
C 2.42590 6.40557 0.06588 -0.6 -0.8 0.1 -0.69
H 0.04874 5.80496 -1.20817 0.1 0.1 0.0 0.11
C 4.20955 -1.33129 -0.38183 0.0 0.1 0.1 -0.04
C -0.20223 3.71387 -0.78051 0.1 0.2 -0.1 -0.11
H -5.17786 -2.42644 -2.89346 0.0 0.0 0.0 0.11
O 1.87839 7.31258 -0.58234 0.2 0.1 0.0 -0.06
H 4.23888 -0.26925 -0.12498 0.0 0.0 0.0 0.08
C 1.63428 5.02472 0.00495 0.5 0.7 0.0 -0.08
O 0.26776 -0.41330 -1.16118 0.6 -0.4 -0.3 -0.09
H -3.67906 -2.29213 -4.84862 0.0 0.0 0.0 0.10
C 1.74889 -1.77195 0.15005 0.0 -0.3 0.5 -0.11
C 0.44814 4.93254 -0.71018 -0.2 -0.3 -0.1 0.00
H 5.17524 -1.76485 -0.12845 0.0 0.0 0.0 0.08
H 3.98345 -4.47524 3.44813 0.0 0.0 0.0 0.07
N -2.71173 0.70782 -0.66107 -1.0 -0.5 0.2 0.06
C 1.40150 2.71023 0.54101 0.4 0.0 0.2 -0.17
O -2.00171 1.84341 1.76678 -0.3 -0.1 -0.1 -0.08
H 4.06076 -1.43318 -1.45677 0.1 0.0 0.0 0.08
C -4.32969 -1.75175 -2.89709 0.0 0.0 -0.1 -0.04
H 3.04113 3.91527 1.20515 0.0 0.1 0.0 0.13
H -5.78406 -1.65460 -0.60413 0.0 0.0 0.0 0.12
C -2.98771 -0.07545 -1.74808 -0.3 -0.1 -0.1 -0.20
C -4.66475 -0.15543 0.43553 -0.3 -0.2 -0.1 0.01
H -1.12068 3.58847 -1.34381 0.0 0.0 0.1 0.10
H -5.28149 -0.11705 1.32193 0.0 0.1 0.0 0.12
C 3.47305 -2.81086 1.47283 0.0 -0.1 0.2 0.00
H -1.75733 -0.72706 -4.83689 0.0 0.0 0.0 0.11
C 2.12153 3.89220 0.63889 -0.2 -0.4 -0.1 0.06
Pd -0.85971 0.73297 0.34322 1.6 2.2 0.4 1.07
H -1.00378 -2.34841 -0.27275 0.0 0.0 0.0 0.09
C -3.24092 1.64871 1.53189 0.2 0.0 0.3 -0.62
O -4.20867 2.12677 2.10409 0.0 -0.1 -0.1 0.05
C 2.92824 -4.20924 3.49088 0.0 0.0 0.0 -0.05
C 3.11772 -1.99798 0.41145 -0.1 0.1 -0.2 -0.19
C 1.40219 -0.79349 -0.85405 -0.1 0.1 -0.3 -0.16
H 0.42869 -3.64528 2.65344 0.0 0.0 0.0 0.12
C 1.84478 1.43194 1.25841 0.1 0.4 -0.5 -0.60
```
Forces are in eV/Å.

The frontier orbital gap (alpha / beta) is 6.30 / 5.87 eV. The value obtained for the HOMO energy (alpha / beta) is -0.186 / -0.186 Eh. The total energy comes out at -49134.94042 eV. As for the charge: -1. The multiplicity is 3.

---

3.
C20H28Cl4F2O15 | ωB97M-V/def2-TZVPD

Structure (XYZ):
```
69
Properties=species:S:1:pos:R:3:forces:R:3:lowdin_charge:R:1
O -1.54212 -26.47551 -34.82048 1.0 -0.7 -0.8 0.16
H 1.41586 -30.92683 -36.43893 0.0 -0.1 -0.1 0.14
O -0.11222 -30.26746 -37.66581 -1.3 -0.1 -0.1 0.05
H 9.36699 -28.60884 -30.00411 -0.6 0.0 0.3 0.09
H 0.68248 -23.33453 -35.51661 0.7 0.3 -0.1 0.14
H -7.59765 -31.81995 -39.74763 -0.3 0.0 0.3 0.02
F 2.11724 -32.79168 -37.79945 -0.1 -0.7 -0.3 0.07
O 5.18473 -28.54982 -33.60003 3.1 -0.8 3.4 0.08
C 7.79841 -29.27240 -31.41498 0.6 -0.7 0.5 -0.30
C 0.57246 -24.84157 -37.01221 -0.4 0.4 -0.2 -0.32
O -0.15426 -34.26783 -43.86961 1.9 -2.1 0.7 0.08
O 6.29743 -29.99249 -39.30882 0.5 -0.6 -3.5 0.14
Cl -9.83470 -30.89138 -39.55467 1.1 -1.1 -0.5 0.42
O 5.52035 -29.14467 -31.42798 -1.3 -0.4 0.5 0.07
C 5.96311 -28.80518 -32.64148 -5.0 0.6 -3.0 -0.57
C 1.23691 -30.65800 -37.47999 0.2 -0.5 -1.2 -0.06
C -0.78855 -31.99531 -43.91888 -0.3 -0.1 -0.4 -0.02
O 7.24397 -28.81161 -32.64536 2.8 0.6 -1.3 0.12
Cl 4.65937 -36.22138 -41.70081 0.4 0.3 -0.3 0.48
H 7.18693 -31.21449 -43.22804 0.1 -0.2 0.5 0.13
C -1.91602 -33.90487 -45.20153 -1.0 0.6 0.7 -0.11
H -0.63002 -23.12134 -37.50322 0.3 0.1 0.7 0.09
Cl 3.72837 -38.88206 -41.13232 0.1 -0.9 0.2 0.54
C 6.59119 -29.21970 -30.50054 0.0 0.8 0.0 -0.09
H 1.40245 -25.46618 -37.34248 -0.6 -0.5 -0.8 0.16
H 9.90108 -28.60912 -31.58750 -0.3 0.1 -0.6 0.08
H 6.12847 -29.83732 -43.48074 0.5 0.4 -0.3 0.14
H 1.96205 -29.91974 -37.82240 -0.4 0.5 0.3 0.14
H 1.97510 -24.60479 -35.34080 0.1 0.3 -0.2 0.15
H 2.78958 -36.85530 -40.54379 0.1 -0.2 0.2 0.02
H 8.90536 -29.84532 -42.40240 0.4 0.7 -0.2 0.16
C 3.80229 -37.25821 -40.55769 -0.7 1.5 0.1 -1.08
H 8.02313 -30.32967 -31.55563 0.5 0.0 -0.2 0.16
O 0.37740 -36.38632 -44.81745 -0.9 3.2 1.4 0.13
H 1.79471 -31.63273 -39.40529 0.1 -0.2 0.0 0.17
C -0.29580 -35.37678 -44.64241 -0.1 -2.3 -1.5 -0.48
C 1.37051 -31.86137 -38.42760 -1.1 0.7 0.8 -0.29
O -2.05775 -31.49676 -38.02550 1.8 0.7 -0.4 0.17
H -8.62180 -32.40210 -41.06671 -0.4 0.1 0.2 0.02
F 7.81041 -28.15028 -42.64338 0.2 2.0 -0.9 0.12
H -0.17474 -23.83496 -38.91691 0.6 -0.8 -0.1 0.08
O 0.00448 -32.28443 -38.60035 0.4 0.1 0.1 0.10
C 7.94414 -29.37245 -42.20109 0.4 -2.5 -0.8 -0.34
Cl -8.92449 -33.69389 -39.11130 0.2 0.3 -0.2 0.49
C -1.29672 -33.46183 -43.88304 0.2 1.9 -1.2 -0.32
H 6.58183 -28.28347 -29.94243 0.0 -0.1 0.4 0.14
O -1.46397 -35.24898 -45.35173 0.1 0.9 -0.1 0.06
H -1.60038 -33.19612 -45.96712 0.3 -0.6 -0.5 0.13
H 6.48076 -30.08851 -29.85164 0.0 0.2 -0.1 0.14
C -8.58972 -32.19655 -39.99675 -0.6 0.6 0.2 -0.96
H 4.26675 -37.08220 -39.58743 0.0 -0.7 -0.1 0.03
C 0.95730 -24.37962 -35.65934 0.8 1.9 1.5 -0.11
O 7.80921 -29.34225 -40.80648 0.6 -0.2 -0.7 0.16
C -0.66106 -25.86699 -35.36823 -4.1 0.3 -0.1 -0.62
C 6.81235 -30.29961 -42.76892 0.9 1.4 0.0 -0.08
C 8.99744 -28.41240 -31.01056 -0.1 -0.4 -0.1 -0.01
H -0.05928 -31.76509 -43.14219 -0.4 -0.1 0.4 0.08
H 1.09353 -23.02992 -37.96847 -0.1 0.2 -0.1 0.09
C -0.87229 -31.33978 -38.10646 0.5 -0.4 0.8 -0.49
H -1.61267 -31.28242 -43.94595 -0.2 -0.1 0.6 0.08
O 6.07078 -30.45225 -41.62736 -1.3 -1.1 3.7 0.04
O -0.61127 -25.52048 -36.64910 -1.0 -2.6 -3.6 0.10
C 6.70163 -29.96975 -40.46416 -2.3 -0.1 2.1 -0.48
H -3.00273 -33.86020 -45.12965 0.0 -0.3 -0.2 0.14
H -1.98500 -33.62792 -43.05431 0.4 -0.3 0.3 0.16
H -0.26752 -31.72887 -44.83846 0.2 -0.7 -0.3 0.08
C 0.21589 -23.67388 -37.91214 -0.2 0.3 -0.3 -0.02
O 0.08956 -25.03133 -34.78699 3.0 0.8 4.2 0.11
H 8.67391 -27.37619 -31.10904 0.3 0.1 0.1 0.09
```
Forces are in eV/Å.

The frontier orbital gap is 10.79 eV. The value obtained for the HOMO energy is -0.390 Eh. The total energy comes out at -107429.15907 eV. As for the SMILES: O=C1OC[C@@H](F)O1.O=C1OC[C@@H](F)O1.C[C@H]1COC(=O)O1.C[C@H]1COC(=O)O1.C[C@H]1COC(=O)O1.ClCCl.ClCCl.